{"formula": "C24H46FeO24P2S", "method": "wB97M-V/def2-TZVPD", "total_charge": 0, "lumo_ev": [-4.00, -4.37], "energy_ev": -138569.955, "homo_energy_ev": [-9.31, -8.52], "multiplicity": 5, "elements": ["Fe", "S", "O", "O", "O", "O", "C", "C", "O", "C", "O", "O", "H", "H", "H", "H", "C", "C", "O", "C", "O", "O", "H", "H", "H", "H", "C", "C", "O", "C", "O", "O", "H", "H", "H", "H", "C", "C", "O", "C", "O", "O", "H", "H", "H", "H", "C", "C", "O", "P", "O", "O", "C", "C", "O", "C", "C", "H", "H", "H", "H", "H", "H", "H", "H", "H", "H", "H", "H", "H", "H", "H", "C", "C", "O", "P", "O", "O", "C", "C", "O", "C", "C", "H", "H", "H", "H", "H", "H", "H", "H", "H", "H", "H", "H", "H", "H", "H"], "coordinates": [[0.38924, 2.41483, -2.33844], [0.77170, -0.00672, 0.18931], [-0.31187, -0.33881, 1.08240], [0.98265, 1.45621, 0.16679], [1.96720, -0.76041, 0.49541], [0.38292, -0.10910, -1.20912], [2.41806, -1.65411, 5.02824], [3.33131, -2.89900, 5.05723], [3.95095, -2.74679, 6.25240], [3.21418, -1.90980, 7.06203], [3.38490, -1.87265, 8.25819], [2.34916, -1.24184, 6.39842], [1.43305, -1.85411, 4.60651], [2.84521, -0.88931, 4.37962], [4.14101, -2.79865, 4.33444], [2.71525, -3.79704, 5.01162], [-4.24184, -2.94374, 2.67212], [-3.39152, -3.89424, 3.55564], [-4.14458, -3.90703, 4.80616], [-5.33829, -3.31321, 4.57080], [-6.24708, -3.22589, 5.42390], [-5.45448, -2.89491, 3.32663], [-4.21216, -3.31428, 1.64747], [-3.83823, -1.93501, 2.58455], [-2.43409, -3.39729, 3.71208], [-3.35884, -4.86020, 3.05170], [-0.28619, -4.77374, -0.65455], [1.05885, -5.14321, -0.08871], [1.37118, -6.21870, -0.93001], [0.59096, -6.31427, -1.99674], [0.81608, -7.06027, -2.93931], [-0.27851, -5.45631, -1.93144], [-0.51220, -3.74064, -0.91860], [-1.10550, -5.10170, -0.01483], [1.10772, -5.37996, 0.97414], [1.72882, -4.30190, -0.26594], [-1.63621, 2.93264, 3.81441], [-2.06140, 1.91221, 4.76445], [-3.03505, 2.55173, 5.53107], [-3.13712, 3.88898, 5.22914], [-3.86874, 4.67655, 5.79582], [-2.16490, 4.18572, 4.31350], [-2.10606, 2.78434, 2.84212], [-0.55761, 3.05368, 3.71404], [-1.18767, 1.74615, 5.39461], [-2.37225, 1.02665, 4.21015], [-5.72880, 5.32613, -3.29264], [-5.27167, 3.88165, -3.13430], [-5.43229, 3.39148, -1.80866], [-4.47523, 2.26490, -1.26758], [-3.00512, 2.62451, -1.43828], [-5.04668, 2.11600, 0.27264], [-6.39137, 1.81476, 0.49290], [-6.44645, 1.60710, 2.01347], [-4.97658, 1.03428, -2.23795], [-4.31142, -0.17499, -2.29948], [-5.16910, -1.13735, -3.11345], [-6.40170, 5.55191, -2.46540], [-4.93025, 6.06792, -3.30485], [-6.22641, 5.46209, -4.25285], [-6.02198, 3.32997, -3.70070], [-4.22529, 3.72922, -3.39875], [-7.01026, 2.69292, 0.30883], [-6.73442, 0.90773, -0.00483], [-6.38457, 2.55654, 2.54529], [-7.40769, 1.15507, 2.25797], [-5.63058, 0.99584, 2.39924], [-3.43718, 0.06771, -2.90356], [-4.05374, -0.38771, -1.26196], [-5.39250, -0.88887, -4.15097], [-4.64397, -2.09046, -3.17613], [-6.09602, -1.30136, -2.56390], [7.81486, 3.82505, -5.44974], [7.37188, 2.49125, -4.82782], [5.99812, 2.45441, -4.67055], [5.40177, 1.63511, -3.42661], [3.93635, 1.89133, -3.29160], [6.30909, 2.14561, -2.16110], [6.36335, 1.38506, -0.99696], [7.71223, 0.76992, -0.89191], [5.90634, 0.07349, -3.65937], [5.35490, -0.88367, -4.56577], [4.68074, -1.84138, -3.59070], [8.87418, 3.77089, -5.70077], [7.42896, 4.15260, -6.41509], [7.99272, 4.67750, -4.79413], [7.66268, 1.61145, -5.40183], [7.90015, 2.31170, -3.89144], [6.30641, 2.08600, -0.16417], [5.51400, 0.70247, -0.96898], [8.50381, 1.47773, -0.64593], [7.68481, 0.21565, 0.04625], [8.05677, 0.10508, -1.68398], [4.61008, -0.46664, -5.24357], [6.06101, -1.39146, -5.22277], [3.89249, -1.40061, -2.98039], [4.38894, -2.81236, -3.99088], [5.45666, -2.15802, -2.89372]], "forces_ev_per_a": [[0.443, -2.761, 3.112], [0.489, 1.111, 1.635], [-0.891, -0.490, 0.383], [0.929, 3.632, 0.443], [0.383, -0.264, -0.294], [-1.460, -1.569, -4.934], [-0.132, -0.069, -1.566], [-0.894, 1.170, -1.656], [0.642, 0.171, 2.992], [2.413, -1.952, 3.477], [-0.140, 0.248, -1.450], [-1.730, 1.061, -1.993], [-0.114, -0.022, 0.473], [0.097, 0.352, 0.445], [-0.565, -0.597, -0.613], [0.406, -0.326, -0.186], [2.261, -0.042, -0.451], [-0.671, 1.467, -0.125], [0.302, 0.113, -1.139], [-3.185, -0.603, 4.132], [3.263, -0.209, -2.979], [-1.512, 0.325, -0.757], [-0.985, -0.209, 0.015], [0.161, 0.113, 0.361], [0.159, -0.705, 0.204], [0.240, -0.203, 0.705], [-1.335, 0.600, -0.168], [0.031, 1.409, -0.531], [2.556, -1.874, 1.526], [4.573, -4.292, -2.495], [-0.492, 0.802, 1.587], [-5.855, 4.382, 0.269], [0.561, 0.119, 0.373], [-0.181, -0.467, -0.323], [-0.259, -0.379, -0.233], [0.439, -0.157, 0.003], [0.204, 2.107, -2.203], [1.425, -0.456, 0.724], [-1.907, 0.536, 0.449], [0.262, 0.791, 1.162], [1.407, -1.748, -1.501], [-0.860, -0.248, 0.595], [0.294, 0.029, -0.216], [-0.160, -0.120, -0.121], [-0.284, -0.804, 0.370], [-0.348, -0.129, 0.632], [0.420, 0.326, 0.333], [-0.685, 0.212, -0.631], [-0.143, 0.327, 1.094], [0.998, 0.502, -0.403], [-2.406, -1.216, 0.680], [2.924, -0.011, -3.436], [-0.964, -0.084, 2.365], [-0.570, 0.008, -0.014], [-1.246, 3.522, 1.765], [0.951, -0.194, -1.434], [0.148, -0.890, 1.169], [-0.155, 0.154, -0.199], [0.175, -0.139, 0.364], [-0.241, -0.172, 0.135], [0.706, -0.542, -0.455], [-0.236, -0.104, -0.547], [-0.104, -0.206, -0.677], [0.112, 0.197, -0.386], [-0.010, 0.085, -0.140], [0.050, -0.091, 0.222], [-0.099, -0.243, -0.273], [0.688, -0.600, 0.388], [0.199, -1.231, -0.282], [0.167, 0.705, 0.240], [-0.014, -0.155, 0.155], [-0.163, -0.118, -0.219], [1.846, -0.030, -0.226], [2.075, 0.478, -0.712], [-2.071, -0.345, 1.564], [-0.191, -0.187, 0.111], [1.454, -0.688, -0.199], [-1.486, 0.275, -3.622], [0.271, -0.076, 0.882], [0.852, -1.020, 1.374], [0.505, 2.917, 0.235], [-2.095, -0.640, 0.672], [0.712, -1.206, 0.144], [0.393, -0.924, -0.247], [-0.832, -0.279, 0.325], [-1.329, 0.003, 0.521], [0.078, 0.220, -0.655], [-0.096, 0.463, 0.252], [-0.506, -0.002, 0.040], [0.175, -0.249, 0.273], [-0.135, 0.464, -0.562], [0.036, -0.600, 0.000], [-0.371, 0.093, -0.114], [-0.001, 0.497, 0.098], [0.668, 0.342, 0.523], [-0.089, 0.150, -0.385], [-0.491, 0.247, -0.491], [0.149, 0.216, 0.252]], "lowdin_charge": [1.231, 0.142, -0.331, -0.422, -0.320, -0.366, -0.082, -0.165, 0.051, -0.590, 0.144, 0.114, 0.129, 0.131, 0.138, 0.132, -0.150, -0.074, 0.066, -0.537, 0.103, 0.082, 0.127, 0.126, 0.128, 0.127, -0.061, -0.114, 0.077, -0.686, 0.122, 0.132, 0.137, 0.126, 0.136, 0.134, -0.127, -0.166, 0.060, -0.502, 0.136, 0.054, 0.132, 0.140, 0.137, 0.137, -0.062, -0.262, -0.191, 0.531, -0.291, -0.183, -0.290, -0.061, -0.208, -0.297, -0.056, 0.084, 0.072, 0.075, 0.121, 0.109, 0.121, 0.120, 0.079, 0.080, 0.072, 0.114, 0.126, 0.082, 0.077, 0.076, -0.060, -0.300, -0.167, 0.522, -0.276, -0.189, -0.301, -0.080, -0.215, -0.250, -0.074, 0.069, 0.077, 0.075, 0.119, 0.110, 0.128, 0.125, 0.082, 0.082, 0.081, 0.114, 0.120, 0.082, 0.077, 0.076]}

---

{"formula": "C24H46N2O7S", "method": "wB97M-V/def2-TZVPD", "total_charge": 0, "smiles": "O=S1(=O)C[C@@H](CCc2ccccc2)CCO1.COCCNCCOC.COCCNCCOC", "lumo_ev": 0.44, "energy_ev": -53778.904, "homo_energy_ev": -8.55, "multiplicity": 1, "elements": ["O", "S", "O", "C", "C", "C", "C", "C", "C", "C", "C", "C", "C", "C", "C", "O", "H", "H", "H", "H", "H", "H", "H", "H", "H", "H", "H", "H", "H", "H", "H", "H", "C", "O", "C", "C", "N", "C", "C", "O", "C", "H", "H", "H", "H", "H", "H", "H", "H", "H", "H", "H", "H", "H", "H", "H", "C", "O", "C", "C", "N", "C", "C", "O", "C", "H", "H", "H", "H", "H", "H", "H", "H", "H", "H", "H", "H", "H", "H", "H"], "coordinates": [[-6.32657, 4.51397, 1.59567], [-5.82891, 3.30059, 1.02087], [-5.87894, 3.20732, -0.40632], [-6.75000, 1.93591, 1.76065], [-5.77701, 1.07950, 2.57537], [-6.44172, -0.11972, 3.20761], [-5.61701, -0.78187, 4.32024], [-4.98222, 0.20392, 5.26962], [-5.81441, 1.04238, 6.01715], [-5.27128, 1.99130, 6.87231], [-3.88592, 2.10710, 6.98705], [-3.05956, 1.26911, 6.25143], [-3.59805, 0.31642, 5.38961], [-4.66153, 0.69551, 1.60767], [-3.71089, 1.86094, 1.41235], [-4.34510, 3.14767, 1.57407], [-7.12168, 1.35811, 0.92135], [-7.54071, 2.35147, 2.37031], [-5.34271, 1.75537, 3.31079], [-6.64751, -0.87240, 2.44670], [-7.41672, 0.15247, 3.60934], [-4.86358, -1.45383, 3.91739], [-6.28723, -1.40936, 4.90527], [-6.88422, 0.95092, 5.90650], [-5.93010, 2.63493, 7.43178], [-3.46903, 2.85859, 7.63790], [-1.98946, 1.36634, 6.36005], [-2.94658, -0.31449, 4.80585], [-5.09771, 0.45717, 0.63562], [-4.12746, -0.19778, 1.91983], [-3.17791, 1.78084, 0.46962], [-2.95463, 1.81112, 2.19116], [-0.48714, 0.70072, 0.43493], [-0.87707, 1.52144, -0.64705], [-0.47794, 2.88525, -0.52928], [0.60098, 3.23300, -1.53194], [1.86509, 2.58704, -1.20223], [2.88560, 2.67465, -2.24366], [2.60012, 2.03241, -3.59774], [2.53301, 0.61822, -3.57453], [1.28236, 0.07077, -3.20038], [-1.00325, -0.25285, 0.32492], [0.59060, 0.50765, 0.44276], [-0.77703, 1.14807, 1.39069], [-0.15669, 3.11458, 0.49094], [-1.36003, 3.49415, -0.74591], [0.74460, 4.31728, -1.53042], [0.23000, 2.94305, -2.52382], [1.69452, 1.61097, -1.00161], [3.78854, 2.20688, -1.84308], [3.12403, 3.73088, -2.40376], [3.44417, 2.27383, -4.24936], [1.70970, 2.44956, -4.08263], [0.44821, 0.69662, -3.52592], [1.22107, -0.08933, -2.12001], [1.19356, -0.90481, -3.68040], [7.28127, -5.76284, -2.30010], [6.42705, -4.92894, -1.54262], [6.98094, -3.66078, -1.21301], [6.29311, -2.54248, -1.96777], [6.61721, -2.57653, -3.38722], [5.80732, -1.68636, -4.21781], [4.30164, -1.91672, -4.27950], [3.91819, -3.11727, -4.93153], [3.93381, -4.28053, -4.12838], [6.82848, -6.75261, -2.32957], [7.39720, -5.40583, -3.32910], [8.26874, -5.84480, -1.83673], [8.06092, -3.64499, -1.38583], [6.81231, -3.50939, -0.14294], [6.62051, -1.58455, -1.55220], [5.21469, -2.63934, -1.78318], [6.50817, -3.52182, -3.72848], [6.19320, -1.76701, -5.23709], [5.98687, -0.65621, -3.89374], [3.87923, -1.10923, -4.87804], [3.82501, -1.84389, -3.29556], [3.67352, -4.06262, -3.08908], [4.90529, -4.78212, -4.16257], [3.19466, -4.97270, -4.53326]], "forces_ev_per_a": [[0.382, -0.151, 0.280], [-1.293, 1.369, -0.042], [0.534, -0.690, -0.013], [0.924, -0.364, 0.008], [0.118, 0.303, -0.573], [-0.117, -0.200, 0.224], [-0.003, 0.036, 0.279], [-0.028, -0.052, -0.075], [0.593, 0.021, 0.031], [0.171, -0.251, -0.265], [-0.348, -0.125, -0.149], [-0.076, 0.051, 0.076], [-0.444, 0.442, 0.281], [-0.248, 0.061, -0.411], [0.708, -0.612, 0.256], [-0.312, -0.354, -0.187], [-0.324, 0.009, -0.093], [-0.157, 0.249, -0.053], [-0.063, -0.220, 0.453], [-0.057, -0.040, -0.185], [-0.086, 0.197, 0.091], [0.182, 0.023, -0.150], [-0.102, -0.192, -0.026], [-0.171, 0.008, 0.055], [-0.025, 0.139, 0.130], [0.119, 0.047, 0.096], [0.115, -0.033, -0.065], [0.074, -0.168, -0.078], [-0.178, -0.207, -0.025], [0.271, 0.042, 0.175], [-0.152, 0.313, -0.301], [0.005, 0.365, 0.224], [-0.074, -0.012, -0.112], [0.082, -0.070, 0.158], [-0.183, 0.182, -0.153], [0.103, -0.194, 0.037], [-0.074, -0.016, -0.126], [0.032, -0.070, 0.215], [0.164, 0.119, -0.137], [-0.106, 0.106, 0.068], [0.146, -0.184, -0.035], [-0.008, 0.010, -0.037], [0.016, 0.044, 0.090], [0.084, -0.019, 0.051], [0.081, -0.075, 0.005], [-0.005, -0.004, 0.025], [0.019, 0.008, -0.026], [-0.079, 0.102, -0.017], [-0.012, -0.020, 0.013], [0.033, 0.026, -0.039], [-0.039, 0.015, -0.043], [0.000, -0.019, -0.003], [-0.087, -0.045, 0.097], [-0.010, 0.044, 0.044], [-0.116, 0.076, 0.015], [0.028, 0.024, -0.042], [-0.120, -0.005, 0.048], [0.142, -0.037, -0.119], [-0.138, 0.099, 0.224], [0.005, -0.125, -0.178], [-0.122, 0.014, 0.067], [0.183, -0.125, -0.065], [-0.035, 0.156, -0.149], [0.024, -0.049, 0.117], [-0.037, -0.020, -0.193], [-0.030, 0.015, 0.014], [0.100, 0.003, 0.005], [0.031, 0.008, -0.034], [-0.002, -0.019, -0.106], [0.025, -0.005, 0.000], [-0.024, 0.025, -0.013], [0.000, 0.055, 0.115], [0.003, -0.027, 0.005], [-0.020, 0.049, -0.013], [-0.051, 0.007, 0.044], [-0.036, -0.001, 0.015], [0.046, -0.102, 0.046], [0.058, 0.013, 0.033], [0.012, -0.012, 0.137], [-0.020, 0.037, -0.014]], "lowdin_charge": [-0.273, 0.627, -0.265, -0.157, -0.355, -0.157, -0.146, -0.248, -0.043, -0.072, -0.088, -0.083, -0.043, -0.136, -0.182, -0.217, 0.112, 0.112, 0.142, 0.125, 0.115, 0.107, 0.118, 0.114, 0.101, 0.099, 0.100, 0.107, 0.125, 0.124, 0.113, 0.121, -0.120, -0.206, -0.210, -0.213, -0.051, -0.198, -0.220, -0.203, -0.092, 0.092, 0.080, 0.077, 0.126, 0.125, 0.126, 0.107, 0.068, 0.118, 0.118, 0.122, 0.113, 0.091, 0.074, 0.089, -0.117, -0.194, -0.218, -0.218, -0.050, -0.193, -0.230, -0.176, -0.103, 0.088, 0.077, 0.087, 0.121, 0.120, 0.123, 0.105, 0.068, 0.120, 0.118, 0.113, 0.104, 0.088, 0.071, 0.087]}